Record 1
Computed, not measured: 5 unconnected molecules or ions with the total composition C23H53ClFN3O8P in a non-equilibrium geometry, with wB97M-V/def2-TZVPD.

Total charge: +1
LUMO energy (eV): -3.19
Multiplicity: 1
Kohn-Sham gap (hartree): 0.28837

Geometry as XYZ:
```
90
Properties=species:S:1:pos:R:3:forces:R:3
C 2.49238 3.27133 -2.03355 -0.3 -0.5 -0.1
C 3.04617 1.86438 -1.75114 -0.4 0.5 -0.4
C 2.10104 0.80628 -2.16295 -0.3 -0.4 0.1
C 2.23052 -0.20698 -3.05922 0.1 -0.3 0.7
P 3.56313 -0.73773 -4.15511 0.0 0.0 -2.0
N 3.14716 -0.47312 -5.63397 0.1 0.0 0.3
N 1.02404 -0.90325 -3.07099 0.2 0.5 0.2
C 0.15990 -0.34691 -2.23299 0.4 -0.5 -0.1
C -1.22421 -0.79354 -2.02934 -0.1 0.6 -0.1
C -2.13396 -0.06236 -3.03210 0.5 0.3 0.2
F -3.09421 -0.90484 -3.47607 -0.6 -0.4 -0.1
N 0.79656 0.68463 -1.66751 0.1 -0.1 -0.3
Cl 0.08483 1.65643 -0.51043 -0.2 0.2 0.2
H 1.96742 3.67055 -1.18313 0.0 0.3 0.3
H 1.77754 3.21860 -2.84396 -0.2 0.1 -0.3
H 3.27370 3.93597 -2.35790 0.3 0.3 0.1
H 3.32074 1.74606 -0.71284 0.2 -0.1 0.3
H 3.91044 1.73031 -2.37688 0.6 -0.2 0.0
H 3.67057 -2.11455 -3.90986 0.0 0.0 0.6
H 4.75928 -0.12771 -3.76058 -0.1 0.0 0.7
H 3.78551 0.12474 -6.13875 -0.1 0.1 -0.2
H 0.81016 -1.69272 -3.65988 0.0 -0.2 -0.1
H -1.28498 -1.85773 -2.19477 -0.1 -0.4 0.0
H -1.52588 -0.56323 -1.01945 -0.1 -0.2 0.4
H -1.55545 0.29262 -3.87645 0.1 0.0 -0.4
H -2.56783 0.81197 -2.56501 -0.4 0.2 0.1
C -5.87857 -2.95486 0.78002 0.0 0.0 0.0
O -4.58547 -2.40973 0.56081 0.0 0.0 0.0
C -4.60440 -1.07088 0.10864 0.2 -0.1 0.0
C -4.26295 -0.09979 1.21627 -0.1 0.2 0.0
O -5.26862 -0.06219 2.20485 0.0 -0.1 0.1
C -4.94431 -0.79231 3.37570 0.0 0.0 0.0
H -5.74636 -3.91602 1.27127 0.0 0.0 0.0
H -6.48168 -2.30749 1.41978 0.0 0.0 0.0
H -6.39774 -3.11257 -0.17026 0.0 0.0 0.0
H -5.57370 -0.81951 -0.33013 0.0 0.0 0.0
H -3.84841 -0.98449 -0.68320 -0.1 0.0 0.0
H -4.18361 0.90903 0.79149 0.0 0.0 0.0
H -3.29469 -0.36045 1.65863 0.0 0.0 0.0
H -4.14501 -0.29299 3.93229 0.1 0.0 0.0
H -4.63713 -1.81384 3.13978 0.0 0.0 0.0
H -5.83699 -0.82490 3.99613 0.0 0.0 0.0
C 2.47537 1.63801 2.42197 0.1 0.1 0.1
O 3.75089 2.22830 2.25514 -0.1 0.0 -0.1
C 3.70253 3.57969 1.81442 0.2 -0.2 0.0
C 3.89311 4.55480 2.95312 -0.2 0.2 0.0
O 2.79457 4.49813 3.84641 0.0 -0.1 0.1
C 3.07480 3.78544 5.04225 0.0 0.1 0.0
H 2.61517 0.67099 2.90123 0.1 0.0 0.0
H 1.82222 2.24964 3.04668 0.0 0.0 0.0
H 2.00018 1.48393 1.44665 -0.1 0.0 0.0
H 2.74809 3.78562 1.31596 0.0 0.0 0.0
H 4.50667 3.71450 1.08271 0.0 0.0 0.0
H 3.93920 5.57052 2.54842 0.0 0.0 0.0
H 4.83359 4.35548 3.47251 0.0 -0.1 0.0
H 3.75371 4.35628 5.68213 0.0 0.0 0.0
H 3.51149 2.80597 4.83428 0.0 0.0 0.0
H 2.13287 3.64821 5.57066 0.0 0.0 0.0
C 2.41887 -7.32324 -5.83683 0.0 0.0 0.0
O 1.34923 -6.94934 -4.98208 0.1 0.1 -0.1
C 1.76651 -6.36904 -3.76377 -0.2 -0.2 0.0
C 1.59276 -4.86845 -3.78478 0.2 0.1 0.1
O 2.46804 -4.24185 -4.71479 -0.2 0.2 0.0
C 1.81552 -3.87610 -5.92621 0.1 0.0 0.0
H 1.98573 -7.60571 -6.79346 0.0 0.0 0.0
H 3.11805 -6.49798 -5.99210 0.0 0.0 0.0
H 2.95812 -8.18267 -5.42754 0.0 0.0 0.0
H 2.80744 -6.62294 -3.54503 0.0 0.0 0.0
H 1.14142 -6.78407 -2.96670 0.0 0.0 0.0
H 1.83102 -4.47280 -2.78901 0.0 0.0 0.0
H 0.55015 -4.62058 -4.01391 0.0 0.0 0.0
H 1.12921 -3.03674 -5.75018 0.0 0.0 -0.1
H 1.25966 -4.71504 -6.34754 0.0 0.0 0.0
H 2.57506 -3.55452 -6.63350 0.0 0.1 0.1
C -4.10623 3.19403 4.40149 0.0 0.0 0.1
O -3.33526 3.32566 5.58134 0.0 0.0 -0.1
C -2.69012 2.12755 5.97514 -0.1 0.2 0.2
C -1.22163 2.14388 5.62669 0.1 -0.2 -0.1
O -1.00928 2.14088 4.21989 0.0 0.1 0.0
C -0.67035 3.42016 3.71481 0.0 -0.1 0.0
H -4.42243 4.19230 4.10556 0.0 0.0 0.0
H -3.52537 2.74874 3.58834 0.0 0.0 0.0
H -4.99691 2.58377 4.58349 0.0 0.0 0.0
H -3.17504 1.26168 5.51676 0.0 -0.1 0.0
H -2.79339 2.03735 7.06074 0.0 0.0 0.0
H -0.74931 1.24397 6.03285 0.0 0.0 0.0
H -0.74092 3.01454 6.08156 0.0 0.0 0.0
H 0.33692 3.70478 4.03275 0.0 0.1 0.0
H -1.38438 4.18488 4.02831 0.0 0.0 0.0
H -0.68252 3.35520 2.62585 0.0 0.0 0.0
```
Forces are in eV/Å.

Atom charges from the Mulliken analysis, given in e for atoms 1 to 2: -1.242, -0.327

Record 2
Computed, not measured: 10 unconnected molecules or ions with the total composition C23H54N4O12S3 in a non-equilibrium geometry, with wB97M-V/def2-TZVPD.

SMILES string: CCOS(C)(=O)=O.CCOS(C)(=O)=O.CCOS(C)(=O)=O.CC#N.CC#N.CC#N.CC#N.CCO.CCO.CCO
LUMO energy (eV): -0.01
Multiplicity: 1
Kohn-Sham gap (hartree): 0.35844

Geometry as XYZ:
```
96
Properties=species:S:1:pos:R:3:forces:R:3
C 15.91819 -12.26119 23.09370 -0.6 0.5 -0.9
C 16.03894 -13.43717 24.02413 0.2 0.4 0.2
O 17.43754 -13.82970 24.08511 0.1 0.0 -0.2
S 17.74656 -15.35955 24.26503 -0.2 0.4 -0.7
C 17.25064 -16.04523 22.70895 -0.3 0.3 0.0
O 19.16731 -15.41324 24.39001 0.2 -0.1 0.2
O 16.91472 -15.88412 25.29952 -0.3 -0.2 0.4
H 16.77892 -11.59720 23.03196 0.2 -0.1 0.5
H 15.03606 -11.67002 23.35073 0.1 0.0 0.2
H 15.71394 -12.55541 22.06203 0.2 -0.3 0.1
H 15.76472 -13.19852 25.05056 -0.2 0.0 0.0
H 15.43371 -14.26841 23.66161 -0.1 0.0 0.1
H 18.13669 -16.12513 22.08837 0.0 -0.3 0.1
H 16.55440 -15.35972 22.22506 0.0 0.0 0.1
H 16.74725 -16.98081 22.92882 0.3 -0.2 -0.2
C 22.03291 -21.54553 24.32978 0.1 0.3 0.4
C 21.69545 -20.14838 23.83914 0.3 -0.9 -0.8
O 20.25976 -20.04882 23.83187 -0.2 0.3 0.3
S 19.66416 -18.59448 24.03864 0.8 -0.8 1.0
C 20.01783 -18.32568 25.78485 -0.4 -0.1 -0.9
O 20.42288 -17.69056 23.24376 0.2 0.5 -0.4
O 18.26117 -18.73585 23.89100 -0.7 0.1 -0.3
H 23.10749 -21.65596 24.48794 0.0 0.1 -0.2
H 21.70710 -22.31241 23.63244 -0.1 0.0 0.0
H 21.56175 -21.70387 25.30214 -0.1 -0.1 -0.1
H 22.19371 -19.38460 24.43499 -0.3 0.1 0.1
H 21.99014 -20.03920 22.79383 0.2 0.2 0.1
H 20.24180 -19.30140 26.20203 0.1 0.0 0.2
H 19.08057 -17.96013 26.19550 0.1 0.2 0.2
H 20.82586 -17.60724 25.85109 0.0 0.0 0.3
C 24.04424 -20.41126 19.16362 0.1 -0.1 0.2
C 23.11285 -19.38495 19.75253 0.6 0.0 0.4
O 21.87693 -19.41260 19.02914 -0.1 0.3 0.1
S 20.59745 -18.76619 19.72702 0.6 0.4 -0.5
C 21.16965 -17.19216 20.28159 -0.1 0.1 -0.1
O 19.67099 -18.55250 18.67112 -0.3 0.0 -0.3
O 20.24404 -19.55643 20.84782 -0.2 -0.5 0.7
H 23.69080 -21.42739 19.33247 -0.2 0.0 -0.1
H 25.00793 -20.32901 19.67110 0.0 0.1 -0.1
H 24.18088 -20.24023 18.09790 0.0 -0.1 0.0
H 22.98600 -19.56783 20.82458 -0.4 -0.2 -0.1
H 23.57155 -18.39284 19.68829 -0.2 0.0 -0.3
H 21.63603 -16.66813 19.45080 -0.1 0.0 -0.1
H 21.83105 -17.25989 21.13762 0.0 -0.1 0.1
H 20.25004 -16.69080 20.57713 0.1 0.1 0.1
C 14.21229 -16.66016 19.42259 0.2 -0.1 0.1
C 14.45888 -15.37623 20.05086 -0.1 0.1 0.0
N 14.62967 -14.36119 20.55463 0.1 0.1 0.2
H 14.47981 -16.59525 18.37124 -0.1 -0.1 -0.1
H 13.16643 -16.92665 19.54451 -0.1 0.0 -0.1
H 14.83281 -17.40948 19.91221 0.0 -0.1 -0.1
C 14.58787 -10.05083 26.28197 0.4 0.3 0.2
C 14.14659 -8.66495 26.20933 -0.2 0.3 0.0
N 13.81417 -7.56695 26.15001 0.0 -0.2 0.0
H 14.84130 -10.39498 25.28264 -0.2 -0.2 0.0
H 13.83579 -10.67026 26.76059 -0.1 -0.1 -0.2
H 15.49345 -10.06839 26.89138 0.0 -0.1 0.0
C 12.14711 -9.11754 23.06857 1.2 -0.5 -0.6
C 11.68937 -9.07779 21.68415 -0.6 0.1 -0.1
N 11.34095 -9.07017 20.58840 0.1 0.0 0.2
H 12.32670 -8.12884 23.47814 -0.4 0.0 0.1
H 13.12915 -9.60126 22.98026 0.0 0.1 0.3
H 11.57398 -9.79684 23.68726 -0.4 0.3 0.1
C 11.70286 -14.65816 23.90989 0.5 0.0 0.6
C 12.18624 -13.28415 23.93002 0.1 0.6 -0.1
N 12.57124 -12.19890 23.94129 -0.1 -0.6 0.1
H 10.73175 -14.71402 23.43236 0.0 -0.1 -0.2
H 11.64125 -15.01752 24.93918 -0.2 0.1 0.0
H 12.46559 -15.28107 23.44298 -0.3 0.0 -0.4
C 15.94031 -16.28359 28.43909 0.0 -0.2 1.0
C 16.04003 -17.65652 27.81797 0.0 0.0 -0.9
O 15.04424 -17.84695 26.81702 -0.2 -0.1 0.0
H 16.34765 -15.50624 27.79828 0.1 0.0 0.0
H 16.45902 -16.31011 29.40565 0.3 0.3 -0.2
H 14.90976 -16.03798 28.70251 -0.1 -0.1 -0.2
H 15.92809 -18.46995 28.53183 -0.2 0.1 0.1
H 17.02077 -17.79803 27.34520 0.1 0.1 0.2
H 15.21943 -17.21463 26.11158 0.2 0.0 0.0
C 22.43706 -14.37490 23.86174 -0.2 -0.2 0.1
C 22.91000 -13.60052 25.08002 -0.2 0.2 -0.1
O 23.50320 -14.42497 26.06524 0.1 -0.2 -0.2
H 23.29102 -14.76576 23.30645 -0.1 0.1 -0.2
H 21.78305 -13.76490 23.23418 0.3 0.2 -0.2
H 21.79892 -15.22346 24.13265 0.2 0.0 0.2
H 22.06556 -13.04120 25.50344 0.0 -0.1 0.1
H 23.66977 -12.87214 24.79298 0.0 0.0 0.0
H 22.87925 -15.14706 26.20260 -0.1 0.1 0.3
C 19.11436 -13.39440 27.62396 0.3 0.3 -0.1
C 19.73618 -14.76510 27.82101 -0.9 -0.4 0.0
O 20.61891 -15.12543 26.77501 0.4 0.0 0.2
H 18.42086 -13.40255 26.77909 0.0 0.0 0.0
H 19.88733 -12.65257 27.40356 0.0 -0.1 0.0
H 18.58556 -13.03995 28.50994 -0.1 -0.2 0.0
H 18.92240 -15.50820 27.87718 0.1 0.1 0.0
H 20.24526 -14.85079 28.78025 0.4 0.2 -0.2
H 20.12229 -15.13535 25.94529 -0.1 0.0 0.0
```
Forces are in eV/Å.

Atom charges from the Mulliken analysis, given in e for atoms 1 to 2: -1.107, 0.149

Record 3
Computed, not measured: a molecular structure, C23H54N4O7 in a non-equilibrium geometry, with wB97M-V/def2-TZVPD.

LUMO energy (eV): 0.28
Multiplicity: 1
Kohn-Sham gap (hartree): 0.29947

Geometry as XYZ:
```
88
Properties=species:S:1:pos:R:3:forces:R:3
C -0.97273 -3.45819 -1.46697 -0.1 -0.1 0.2
C -1.15436 -2.16649 -0.64362 0.3 -1.2 0.7
C 0.16249 -1.93334 0.13014 0.3 -0.5 -2.1
C 1.29482 -1.41550 -0.79935 -2.2 1.3 -0.2
C 0.85082 -0.23443 -1.64254 -3.9 -2.1 -2.9
C -0.55965 -0.47397 -2.37468 0.5 1.3 -0.4
N -1.52995 -0.90877 -1.42610 1.8 -2.6 2.3
O -2.81383 -0.97690 -1.89267 -1.0 -0.4 -0.7
C -1.08132 0.86913 -2.79320 0.6 1.6 -2.3
C -0.42892 -1.26123 -3.70351 0.2 -0.3 0.5
C -2.22077 -2.57171 0.42821 2.0 1.1 -5.9
H 0.04618 -3.66610 -1.79363 -0.1 0.4 -0.4
H -1.69056 -3.50845 -2.28568 0.1 -0.3 -0.2
H -1.18266 -4.26830 -0.76859 -0.2 -0.2 -0.3
H -0.04779 -1.26139 0.96222 0.2 -2.3 -1.4
H 0.62387 -2.85239 0.49149 -0.8 -0.4 0.4
H 1.60223 -2.13101 -1.56202 0.5 -0.7 0.8
H 2.05239 -1.07783 -0.09213 -1.4 -0.4 -1.5
H 1.43488 -0.08602 -2.55081 0.8 0.2 0.4
H 0.94993 0.60938 -0.95971 -3.6 -1.0 -2.1
H -1.11897 1.73259 -2.12903 0.4 -0.9 0.5
H -0.44931 1.22196 -3.60817 0.7 0.2 0.0
H -1.98627 0.82533 -3.39921 -0.6 -0.3 0.6
H -1.19130 -1.03359 -4.44852 -0.5 -0.1 0.3
H 0.48180 -0.92782 -4.20105 0.3 -0.4 0.1
H -0.43054 -2.32779 -3.47870 0.3 0.1 -0.6
H -2.37555 -1.71999 1.09056 5.2 3.1 -5.4
H -2.04548 -3.49520 0.98005 0.7 0.2 -0.6
H -3.20788 -2.59554 -0.03348 0.0 -0.5 -0.3
H -2.87344 -1.82764 -2.33345 -0.6 -0.3 -0.6
C 4.61304 0.61706 -1.15166 0.3 1.1 -0.6
C 4.10512 0.09932 0.19719 0.1 -1.0 0.2
C 5.21815 0.25999 1.23860 -0.5 -0.1 1.4
C 4.70629 0.21411 2.70307 -0.8 0.7 -0.5
C 3.46916 1.13309 2.94210 0.0 -0.9 1.6
C 2.32156 1.15254 1.87049 0.9 0.2 1.0
N 2.97468 0.96265 0.59545 1.6 1.1 0.9
O 2.02555 0.98682 -0.40134 4.3 3.3 2.4
C 1.35730 -0.07929 2.19908 2.4 0.4 -0.3
C 1.63721 2.57600 2.02370 1.2 -1.3 0.0
C 3.74946 -1.39331 0.08529 2.8 -1.5 0.4
H 4.77319 1.69222 -1.07109 -0.4 0.3 0.2
H 3.96098 0.46864 -2.01240 -0.3 -0.2 0.3
H 5.60315 0.33657 -1.51100 0.1 -0.9 0.6
H 5.96836 -0.52949 1.28340 0.1 0.0 -1.1
H 5.69745 1.21090 1.00600 0.2 0.1 0.5
H 5.56469 0.39715 3.34942 -0.1 0.9 0.1
H 4.43156 -0.75958 3.10868 -0.1 -0.6 -1.0
H 3.77846 2.06551 3.41437 0.0 0.6 -1.1
H 2.96825 0.70031 3.80808 -0.1 -0.2 0.3
H 0.70451 -0.00271 3.06862 0.0 0.3 -0.1
H 0.87546 -0.53209 1.33252 1.2 1.6 0.9
H 2.13195 -0.81678 2.40918 -0.2 -0.5 0.5
H 2.36902 3.37310 2.15478 0.1 -0.1 -0.3
H 0.87649 2.79337 1.27392 1.0 0.5 -0.2
H 1.13019 2.40434 2.97321 0.0 0.7 0.3
H 3.53727 -1.77052 -0.91511 -0.3 0.4 0.3
H 3.07202 -1.75839 0.85724 0.2 0.0 -0.2
H 4.64776 -1.97575 0.29001 0.6 0.2 0.3
H 2.15783 1.87251 -0.74727 -0.4 0.5 -0.6
C -1.03787 1.76824 1.50374 -2.3 0.7 -0.7
C -1.21625 0.39984 0.91019 -0.4 0.4 0.0
O -2.63546 -0.00134 0.63980 6.6 1.3 -3.3
O -1.23383 2.80716 0.46631 2.1 -0.2 2.0
H -0.10289 1.98861 2.01883 -1.4 -1.1 -0.7
H -1.80470 1.86379 2.27247 -0.3 0.3 0.1
H -0.68269 -0.34649 1.49875 -2.2 1.1 0.8
H -0.69096 0.33710 -0.04283 -0.4 0.4 0.3
H -2.71898 0.26834 -0.27775 0.2 -1.2 1.1
H -1.89281 2.51964 -0.16983 1.2 -0.8 1.5
C -3.06414 2.93710 -1.26334 -1.1 0.5 -2.0
C -4.33208 3.13749 -2.06057 0.1 0.3 1.1
O -4.32046 2.37477 -3.22168 -0.1 -0.3 -1.0
O -3.12857 1.69546 -0.60377 -2.0 1.7 -0.6
H -2.85786 3.77259 -0.59437 -0.3 -0.3 0.2
H -2.20061 2.73313 -1.89643 -0.3 1.7 -0.6
H -4.50575 4.20586 -2.18909 -0.1 0.1 -0.5
H -5.14392 2.72048 -1.46464 -0.1 0.3 0.1
H -3.70936 2.76959 -3.84800 0.1 0.0 -0.1
H -3.20425 1.04997 -1.31034 -0.6 0.0 -1.1
C -4.14863 -1.56712 2.76985 1.1 -1.8 2.1
O -5.05279 -1.77905 3.53295 -2.6 -1.0 1.3
N -3.77171 -0.38060 2.42359 -2.8 2.9 3.2
N -3.21034 -2.47091 2.39907 -2.6 -2.3 4.6
H -3.20834 -0.20321 1.60430 -1.4 0.4 1.4
H -4.47450 0.26896 2.74646 0.2 0.4 -0.2
H -3.42904 -3.44317 2.56325 -0.3 0.1 0.1
H -2.78547 -2.20333 1.52273 -3.8 -3.5 5.6
```
Forces are in eV/Å.

Atom charges from the Mulliken analysis, given in e for atoms 1 to 2: -1.685, 1.311